131
Properties=species:S:1:pos:R:3:forces:R:3 method="wB97M-V/def2-TZVPD" orbital_gap_ev=8.574 e_lumo_ha=-0.0245 max_force_ev_per_a=1.5 smiles="C=Cc1cccc2nc(CCCCCCCCC)c(I)nc12.O=[N+]([O-])c1ccccc1.O=[N+]([O-])c1ccccc1.O=[N+]([O-])c1ccccc1.O=[N+]([O-])c1ccccc1.O=[N+]([O-])c1ccccc1.O=[N+]([O-])c1ccccc1"
C 3.85045 -0.74856 6.87279 -0.0859 -0.1234 -0.1059
C 4.78466 -0.23500 6.08397 -0.1146 0.2850 0.2260
C 5.37035 1.10875 6.35220 0.7430 -0.7661 0.3785
C 6.58321 1.21877 6.99841 0.0227 0.7052 -0.0368
C 7.14339 2.48705 7.27379 -0.6695 0.3287 -0.4066
C 6.47709 3.61786 6.86306 0.3265 -0.1450 0.2949
C 5.23831 3.53139 6.19719 0.0335 0.3406 -0.1104
N 4.62313 4.68787 5.79051 0.0198 -0.4195 -0.0448
C 3.49617 4.56198 5.14929 0.0085 0.2943 0.1387
C 2.79906 5.79613 4.67028 -0.3477 -0.0990 0.0086
C 1.50446 6.16406 5.45625 0.7921 0.1896 0.0436
C 1.29810 5.46041 6.79942 -1.3554 0.7147 -0.0134
C -0.18290 5.65905 7.24946 0.1337 -0.5552 -0.0447
C -0.95208 4.33096 7.43372 -0.5170 0.2268 -0.2307
C -2.14837 4.13787 6.45963 0.9738 -0.5363 0.5001
C -2.27308 2.65272 6.09958 -0.6455 0.3955 -0.1160
C -3.24757 2.37169 4.95676 0.2501 -0.3425 -0.0575
C -2.75185 2.91074 3.62077 -0.4792 0.1009 -0.1918
C 2.94024 3.25710 4.93376 -0.5972 -0.2906 -0.4561
I 1.08510 3.10081 3.91240 0.1286 -0.0618 0.1078
N 3.46697 2.13947 5.29399 0.3506 0.7544 0.0150
C 4.66921 2.27681 5.93426 0.4326 -0.8629 0.3829
H 3.15540 -1.50051 6.52424 0.4718 -0.6382 0.1913
H 3.71844 -0.40351 7.88906 -0.4425 0.5628 -0.1373
H 5.14621 -0.77083 5.21506 -0.4724 0.2179 -0.4848
H 7.14517 0.35310 7.31328 -0.1768 -0.2681 -0.0698
H 8.08538 2.58306 7.79052 0.1009 -0.0968 0.0047
H 6.88878 4.60060 7.04227 -0.0367 0.0867 -0.0113
H 2.50982 5.62637 3.63386 0.0976 0.1103 -0.1615
H 3.51131 6.61390 4.69121 0.1379 0.0054 0.0839
H 0.65148 6.05460 4.79398 -0.1808 -0.2687 0.0721
H 1.56802 7.22897 5.67854 -0.1051 0.1283 -0.0708
H 1.92870 5.94276 7.54079 0.4436 -0.3892 0.0563
H 1.44860 4.38683 6.75724 0.4727 -0.0369 0.0191
H -0.68595 6.23937 6.47838 -0.1492 0.1665 0.0312
H -0.25099 6.23429 8.17009 0.1519 0.1225 0.0326
H -0.30875 3.46339 7.28926 0.3250 0.1027 0.0733
H -1.31858 4.26939 8.45711 -0.0227 -0.1211 0.1092
H -1.94545 4.72976 5.57036 -0.2273 0.1314 -0.1102
H -3.05553 4.47148 6.95913 -0.2225 0.2176 -0.3070
H -2.59483 2.13714 7.00476 0.0625 -0.2693 0.0189
H -1.30202 2.25735 5.80597 0.1694 -0.0297 0.1004
H -4.24847 2.73688 5.18616 -0.0400 0.2321 0.0378
H -3.34733 1.29152 4.83471 -0.0613 -0.1116 0.1305
H -3.53800 2.83725 2.86865 -0.0339 -0.0361 -0.0802
H -1.91103 2.33218 3.24127 0.1716 -0.0127 0.0912
H -2.48122 3.96295 3.66955 0.1410 0.0769 0.0096
O 1.38342 1.49059 -0.86567 -0.0215 0.0290 -0.0049
N 1.68199 0.31864 -0.96622 0.0178 0.0183 -0.0277
O 1.69115 -0.29567 -2.01808 0.1056 0.0280 0.2099
C 2.04925 -0.40603 0.25700 0.0552 -0.1205 0.1601
C 2.00998 0.25968 1.46804 -0.0191 0.1676 0.1320
C 2.33664 -0.42991 2.62389 0.0429 -0.1062 0.0415
C 2.70039 -1.76808 2.55380 0.0017 0.0069 -0.0518
C 2.74265 -2.41945 1.32699 -0.0108 0.0819 0.1049
C 2.41460 -1.73749 0.16693 0.0324 -0.1948 -0.1010
H 1.72971 1.30100 1.52463 -0.0256 -0.0217 -0.1451
H 2.30597 0.07696 3.58015 0.0122 0.0354 -0.0082
H 2.95034 -2.30617 3.45894 0.0016 -0.0006 0.0050
H 3.02848 -3.46094 1.27481 -0.0013 -0.0049 -0.0227
H 2.44401 -2.24044 -0.78805 -0.0374 0.1017 -0.0528
O -1.03753 2.50467 -7.91761 -0.0125 0.0320 -0.0029
N -0.75187 1.33170 -8.02206 0.0111 0.0125 -0.0391
O -0.75082 0.71611 -9.07494 0.1690 0.1762 0.0854
C -0.39166 0.59857 -6.80169 0.0470 -0.0848 0.1429
C -0.42182 1.25965 -5.58615 -0.0392 0.1410 0.1398
C -0.10221 0.55966 -4.43479 -0.0178 -0.1041 -0.0426
C 0.24487 -0.78352 -4.50968 -0.1128 -0.0376 -0.2533
C 0.27745 -1.42751 -5.74022 -0.0392 0.1027 0.0953
C -0.04245 -0.73553 -6.89710 0.0393 -0.2047 -0.0918
H -0.69159 2.30374 -5.53194 -0.0232 0.0002 -0.1223
H -0.12330 1.05968 -3.47720 0.0543 0.0185 0.0047
H 0.48794 -1.32819 -3.61285 0.0185 -0.0137 0.0378
H 0.55058 -2.47226 -5.79903 -0.0040 -0.0052 -0.0269
H -0.01899 -1.23403 -7.85389 -0.0247 0.1015 -0.0574
O -2.15353 -2.83332 5.00269 0.0093 -0.0195 0.0056
N -2.73361 -2.05582 4.27325 0.0403 0.0039 0.0083
O -2.24738 -1.04115 3.81650 0.0597 0.0589 -0.0200
C -4.12888 -2.35897 3.91894 -0.1839 -0.0309 -0.0349
C -4.72723 -3.48713 4.44835 -0.0288 -0.1860 0.1204
C -6.04789 -3.75620 4.12770 -0.0360 0.0911 -0.0776
C -6.74773 -2.90230 3.28534 0.0123 0.0001 0.0029
C -6.12698 -1.77829 2.75666 -0.0292 -0.1031 0.0636
C -4.80736 -1.50028 3.07392 -0.0441 0.1851 -0.1275
H -4.17852 -4.14777 5.10276 0.1009 0.0809 -0.0036
H -6.53236 -4.63154 4.53751 0.0152 -0.0109 0.0086
H -7.78053 -3.11293 3.04098 0.0014 -0.0047 -0.0068
H -6.67239 -1.11584 2.09895 0.0147 0.0145 -0.0063
H -4.32063 -0.62590 2.66772 0.1032 -0.0275 0.0697
O -2.45298 -6.30706 -10.02447 -0.0173 -0.0203 0.0041
N -1.84128 -5.27320 -9.84009 0.0198 -0.0337 0.0034
O -0.65884 -5.21198 -9.56990 0.0207 0.0032 0.0016
C -2.58652 -4.00923 -9.94338 -0.0652 0.1424 -0.0005
C -3.94145 -4.05021 -10.21263 -0.2266 -0.1006 -0.0313
C -4.64603 -2.86020 -10.28539 0.0103 0.1164 0.0214
C -3.99067 -1.65045 -10.09322 0.0456 -0.0679 0.0119
C -2.62527 -1.62517 -9.83319 -0.1370 0.0513 -0.0287
C -1.91635 -2.81399 -9.75732 0.1367 0.1471 0.0550
H -4.44718 -4.99265 -10.36157 0.1083 -0.0563 0.0002
H -5.70845 -2.87989 -10.48865 0.0016 -0.0298 -0.0234
H -4.54549 -0.72280 -10.14531 0.0046 0.0038 -0.0132
H -2.11025 -0.68263 -9.68394 -0.1330 -0.2386 -0.0784
H -0.85579 -2.80345 -9.55407 0.0076 -0.1269 -0.0255
O 9.69201 2.14864 4.72744 -0.0099 -0.0040 0.0207
N 9.90229 2.41961 3.56187 0.0299 -0.0396 0.0313
O 10.98043 2.32179 3.01335 0.0182 -0.0046 -0.0184
C 8.76794 2.90330 2.75873 -0.1292 0.0735 -0.1052
C 7.53680 3.05740 3.36562 -0.2524 -0.0329 0.2347
C 6.47278 3.53158 2.61530 0.0404 0.0133 -0.1284
C 6.65173 3.84078 1.27357 0.0051 -0.0008 0.0021
C 7.89546 3.67163 0.67797 -0.0932 0.0015 0.0911
C 8.96483 3.20022 1.42264 0.0997 0.0339 -0.2024
H 7.39587 2.81467 4.40947 0.1543 -0.0283 0.0104
H 5.50387 3.66227 3.07966 0.0070 -0.0082 0.0236
H 5.82060 4.21535 0.69033 -0.0028 -0.0110 -0.0057
H 8.03293 3.91021 -0.36755 0.0193 -0.0063 -0.0049
H 9.93382 3.06957 0.96456 0.0490 -0.0323 0.1129
O -8.97526 -6.14448 -12.81935 -0.0282 -0.0041 -0.0032
N -8.22557 -6.05934 -11.86987 0.0150 0.0157 -0.0203
O -7.87169 -5.01519 -11.35898 0.0190 0.0703 0.0308
C -7.69757 -7.30865 -11.29870 0.0770 -0.1486 0.0710
C -8.04843 -8.51334 -11.87865 -0.0923 -0.1485 -0.1439
C -7.52970 -9.68492 -11.35162 0.0716 0.0366 0.0997
C -6.67543 -9.63840 -10.25776 -0.0134 0.0092 -0.0079
C -6.34114 -8.41939 -9.68313 -0.0427 -0.0921 -0.0554
C -6.85411 -7.24333 -10.20487 0.1292 0.0812 0.1464
H -8.71216 -8.54405 -12.72967 -0.0010 0.1290 -0.0034
H -7.78951 -10.63513 -11.79718 -0.0147 0.0046 -0.0144
H -6.26750 -10.55500 -9.85272 -0.0017 -0.0005 0.0035
H -5.67712 -8.38433 -8.83074 0.0150 0.0253 -0.0066
H -6.59502 -6.29284 -9.76288 -0.0770 0.0547 -0.0766